No. 1
Molecular formula: C21H41AgO9
Method: DFT, ωB97M-V with the def2-TZVPD basis set

Structure (XYZ):
```
72
Properties=species:S:1:pos:R:3:forces:R:3
Ag 33.191 -18.932 10.059 -0.26 -0.11 0.23
C 34.322 -23.319 10.428 -0.45 -0.27 -0.70
C 33.143 -22.401 10.122 0.69 0.53 0.36
O 33.509 -21.217 9.507 0.05 -0.36 -0.18
H 33.954 -24.235 10.892 0.11 0.06 0.19
H 35.117 -22.873 11.016 -0.11 0.17 0.20
H 34.746 -23.615 9.466 0.15 -0.04 0.08
H 32.532 -22.087 10.984 -0.11 -0.30 0.11
H 32.454 -22.931 9.446 -0.22 0.18 -0.12
C 37.372 -21.292 8.328 -0.40 -1.36 -0.32
C 36.711 -20.988 6.994 -0.11 0.63 -0.29
C 35.485 -20.073 7.117 -0.11 0.71 -0.38
O 35.811 -18.914 6.342 -0.50 0.05 0.36
C 37.047 -19.018 5.840 0.99 0.14 0.20
O 37.609 -18.181 5.220 -0.19 0.03 -0.21
O 37.611 -20.188 6.216 0.04 -0.11 -0.08
H 37.387 -20.432 8.992 0.26 0.16 -0.16
H 38.353 -21.736 8.165 0.20 0.47 -0.01
H 36.840 -22.102 8.840 -0.29 0.19 0.00
H 36.432 -21.822 6.347 0.35 -0.45 0.50
H 35.353 -19.769 8.160 -0.26 0.01 -0.05
H 34.563 -20.426 6.656 0.00 -0.48 0.44
C 32.786 -21.051 13.976 -0.39 0.61 -0.17
C 33.632 -20.225 13.038 0.71 -0.32 0.88
O 33.119 -19.350 12.363 -0.13 -0.09 -0.35
C 35.127 -20.414 13.041 0.27 0.58 -0.02
H 32.903 -22.128 13.858 0.07 0.01 -0.23
H 31.763 -20.717 13.799 -0.10 -0.39 0.10
H 33.020 -20.837 15.021 0.24 0.11 -0.06
H 35.563 -20.109 13.999 -0.38 -0.07 0.18
H 35.570 -19.720 12.325 0.02 -0.31 -0.22
H 35.470 -21.436 12.899 -0.19 -0.12 -0.18
C 31.271 -25.404 12.728 -0.04 -0.07 -0.03
C 29.782 -25.371 12.450 0.59 0.22 -1.26
O 28.960 -25.894 13.134 -0.49 -0.42 0.92
C 29.364 -24.697 11.152 -0.36 0.03 0.11
H 31.584 -26.328 13.211 -0.19 0.07 0.23
H 31.487 -24.551 13.375 0.20 -0.04 0.02
H 31.835 -25.315 11.799 0.01 0.19 0.00
H 29.958 -23.830 10.872 0.20 -0.05 0.10
H 28.317 -24.411 11.235 0.01 0.00 -0.04
H 29.436 -25.440 10.353 0.09 0.00 -0.02
C 28.814 -18.843 9.308 2.15 1.53 -0.78
C 29.840 -19.855 9.765 -1.42 -0.31 1.52
O 30.878 -19.523 10.308 0.43 0.20 -0.45
C 29.481 -21.301 9.668 0.19 -1.15 -0.50
H 29.417 -17.924 9.216 -0.06 -0.12 -0.18
H 28.063 -18.462 9.996 -0.45 -1.04 0.09
H 28.521 -19.061 8.284 -0.77 -0.18 0.25
H 29.180 -21.542 8.645 -0.05 0.03 0.02
H 28.678 -21.678 10.306 -0.34 0.81 0.04
H 30.299 -21.969 9.941 0.35 0.40 -0.19
C 33.314 -23.777 6.389 -0.39 0.29 -0.53
C 32.277 -22.875 5.732 -0.08 -0.25 -0.41
O 32.298 -22.598 4.558 0.24 0.04 0.28
C 31.116 -22.440 6.618 1.02 0.06 -0.87
H 32.757 -24.683 6.632 0.29 -0.02 0.31
H 33.731 -23.315 7.285 -0.06 -0.13 0.10
H 34.104 -24.036 5.688 0.03 0.08 0.00
H 30.368 -22.025 5.948 -0.29 -0.14 0.23
H 31.529 -21.633 7.228 -0.30 -0.17 0.50
H 30.806 -23.331 7.163 -0.34 0.37 0.38
C 32.296 -26.939 7.886 -0.17 -0.95 0.10
C 33.594 -27.362 8.560 -0.12 1.37 0.11
O 34.619 -27.500 7.956 0.39 -0.28 -0.25
C 33.498 -27.468 10.062 -0.17 -0.98 0.50
H 31.614 -27.785 8.034 -0.19 0.13 -0.03
H 32.384 -26.785 6.815 0.25 0.02 0.02
H 31.837 -26.084 8.383 0.09 0.07 0.04
H 33.602 -28.520 10.355 -0.28 -0.06 -0.24
H 32.513 -27.136 10.385 0.10 0.05 0.27
H 34.301 -27.028 10.653 0.04 0.52 -0.47
```
Positions in Å, forces in eV/Å.

Output
Charge: +1
Multiplicity: 2
HOMO level (alpha / beta) in eV: -12.09 / -12.09
Relative energy (zero: lowest compared OMol25 entry of this formula, charge and spin) in kJ/mol: 0.0
Molecular weight in g mol⁻¹: 545.42
Max |F| in eV/Å: 2.75
<S²>: 0.754
Kohn-Sham gap (alpha / beta) in eV: 7.85 / 5.78



No. 2
Molecular formula: C21H41Br12ClN3
Method: DFT, ωB97M-V with the def2-TZVPD basis set

Structure (XYZ):
```
78
Properties=species:S:1:pos:R:3:forces:R:3
C -2.680 2.411 -2.527 -0.04 1.47 0.66
C -2.394 4.021 -2.545 0.06 -0.41 0.64
C -2.518 4.480 -0.981 -0.03 -1.65 -1.39
N -1.679 5.700 -0.733 -1.13 0.46 2.29
C -1.672 6.104 0.678 2.25 -0.70 2.69
N -2.639 6.949 1.390 4.74 -2.56 3.17
C -2.163 6.974 2.763 -0.33 0.19 -0.08
N -0.958 6.244 3.049 -3.93 0.76 -6.41
C -0.620 5.665 1.723 -1.25 0.93 -1.92
C 0.641 4.688 1.442 -1.27 -0.15 -0.09
C 0.034 3.174 1.590 -0.80 0.94 1.69
C 0.234 2.579 3.093 -0.63 -0.72 -1.55
Cl 0.645 2.018 0.305 -0.31 0.90 0.97
H -2.742 1.957 -3.579 0.05 0.72 1.87
H -1.839 1.968 -1.875 -1.26 0.34 -1.30
H -3.663 2.296 -1.921 1.48 -0.15 -1.26
H -3.137 4.595 -3.199 0.91 -0.88 0.96
H -1.343 4.268 -2.946 -1.50 -0.46 0.75
H -2.113 3.580 -0.375 -0.63 1.75 -0.78
H -3.637 4.613 -0.759 1.55 -0.06 -0.05
H -2.040 6.444 -1.349 0.47 -0.22 0.57
H -3.483 7.394 0.986 0.81 -0.32 0.77
H -2.754 7.541 3.556 1.12 -0.93 -1.28
H -0.444 6.091 3.929 -0.69 0.37 -0.60
H 1.065 4.834 0.372 -1.01 -0.01 1.98
H 1.476 4.889 2.202 -1.26 -0.31 -1.08
H -1.112 3.267 1.461 2.00 -0.34 -0.12
H -0.130 3.336 3.869 0.61 -0.99 -1.06
H 1.320 2.258 3.253 -1.59 0.56 -0.07
H -0.462 1.644 3.135 1.45 1.72 0.18
Br -2.618 -1.459 2.714 0.12 0.15 -0.06
C -0.708 -1.855 2.696 -0.17 -0.20 -0.09
C -0.173 -2.049 4.093 0.27 0.00 -0.02
Br 0.051 -0.340 5.006 -0.04 -0.19 0.19
H -0.221 -1.043 2.155 -0.03 -0.10 0.14
H -0.616 -2.777 2.119 0.02 0.06 0.14
H 0.826 -2.488 4.064 -0.12 0.05 -0.06
H -0.816 -2.663 4.721 0.08 0.12 -0.21
Br -0.759 -6.128 3.362 -0.02 0.12 0.10
C -1.783 -6.673 4.929 0.03 -0.22 -0.16
C -3.104 -5.950 4.997 -0.08 0.05 0.22
Br -2.872 -4.115 5.614 -0.15 -0.11 0.00
H -1.149 -6.500 5.799 -0.16 0.04 -0.12
H -1.938 -7.747 4.807 -0.03 0.14 -0.01
H -3.761 -6.416 5.733 0.13 0.01 -0.07
H -3.620 -5.900 4.038 0.17 -0.03 0.11
Br 0.020 -7.304 -0.618 -0.03 -0.09 0.24
C 1.432 -7.710 0.663 0.11 0.16 -0.27
C 1.720 -9.190 0.709 0.05 -0.10 0.25
Br 0.349 -10.148 1.710 0.02 0.00 -0.10
H 1.118 -7.301 1.623 0.03 -0.21 -0.12
H 2.305 -7.159 0.306 -0.06 -0.13 -0.01
H 2.651 -9.383 1.246 -0.09 0.09 -0.06
H 1.774 -9.650 -0.278 -0.04 0.17 0.12
Br 2.556 5.584 -1.506 0.13 0.15 -0.25
C 4.465 5.188 -1.536 -0.07 -0.26 -0.08
C 5.006 4.998 -0.140 0.26 0.15 0.08
Br 5.234 6.708 0.769 -0.11 -0.11 0.03
H 4.949 5.998 -2.081 -0.06 -0.09 0.18
H 4.554 4.265 -2.111 0.00 0.09 0.11
H 6.004 4.558 -0.172 -0.13 0.03 -0.07
H 4.363 4.385 0.492 0.05 0.07 -0.19
Br 3.935 -7.411 -2.575 -0.12 -0.03 0.02
C 2.781 -7.117 -4.119 0.23 -0.11 -0.07
C 2.551 -5.646 -4.359 -0.27 0.12 -0.07
Br 1.267 -4.917 -3.086 0.18 0.13 -0.12
H 1.861 -7.674 -3.939 0.09 0.18 0.01
H 3.313 -7.565 -4.960 -0.06 0.10 0.08
H 2.102 -5.482 -5.340 0.07 -0.10 0.09
H 3.458 -5.047 -4.275 -0.09 -0.19 0.02
Br -1.830 -0.250 -4.812 0.06 -0.17 -0.23
C -0.663 0.378 -6.241 0.11 -0.18 0.22
C -0.458 1.870 -6.163 0.01 0.15 -0.27
Br -2.018 2.834 -6.827 0.04 0.00 0.16
H -1.106 0.049 -7.181 0.05 0.16 0.13
H 0.282 -0.147 -6.087 -0.08 0.12 -0.02
H 0.363 2.180 -6.812 -0.08 -0.10 0.06
H -0.270 2.228 -5.151 -0.04 -0.16 -0.12
```
Positions in Å, forces in eV/Å.

Output
Charge: +1
Multiplicity: 1
HOMO level in eV: -10.86
Molecular weight in g mol⁻¹: 1329.88
Max |F| in eV/Å: 7.56
Kohn-Sham gap in eV: 7.42



No. 3
Molecular formula: C21H41Br2P
Method: DFT, ωB97M-V with the def2-TZVPD basis set

Structure (XYZ):
```
65
Properties=species:S:1:pos:R:3:forces:R:3
C -2.258 1.811 2.772 0.14 0.49 -0.41
C -1.598 2.504 1.564 0.02 0.33 0.35
C -2.390 3.728 1.071 -0.36 0.00 0.33
C -3.824 3.426 0.599 0.29 -0.78 0.22
C -3.947 2.658 -0.751 0.10 1.05 0.15
C -2.757 2.808 -1.719 -0.88 -1.09 -0.50
C -2.937 1.807 -2.897 0.83 0.49 -0.41
C -2.107 0.511 -2.792 -0.96 -0.55 0.18
C -2.086 -0.167 -1.397 1.00 -0.10 -0.07
C -0.644 -0.575 -0.964 -0.38 -0.33 0.63
C -0.415 -2.101 -0.975 -0.13 0.86 -0.05
C -1.355 -2.825 0.026 0.51 -0.60 -0.88
C -0.607 -3.712 1.030 -0.89 0.40 0.64
C -0.179 -2.921 2.299 0.61 -0.88 0.40
C 1.314 -3.138 2.663 -0.25 1.52 -0.83
C 2.172 -1.991 2.023 0.49 -1.36 -0.14
C 3.439 -2.603 1.371 0.43 0.74 0.19
C 4.638 -1.608 1.338 -1.35 -0.68 0.03
P 4.233 0.027 0.563 1.17 0.67 0.42
C 4.787 -0.047 -1.199 -1.07 -1.47 1.89
Br 4.960 -1.776 -2.045 -0.02 0.38 0.17
C 5.045 1.055 -1.848 0.66 0.88 -1.40
C 5.476 1.074 -3.292 -0.83 0.40 0.07
Br 4.883 2.761 -0.974 0.09 -0.38 -0.48
H -3.182 1.309 2.479 0.14 -0.18 0.20
H -1.558 1.122 3.250 -0.22 -0.14 -0.11
H -2.509 2.585 3.507 -0.06 -0.17 0.00
H -1.408 1.798 0.750 -0.02 -0.01 0.10
H -0.628 2.877 1.914 0.02 -0.13 -0.25
H -2.484 4.400 1.936 0.09 0.01 -0.14
H -1.827 4.279 0.313 -0.05 -0.11 0.02
H -4.265 2.776 1.365 -0.11 0.23 -0.03
H -4.430 4.335 0.626 0.17 0.02 -0.30
H -4.811 3.089 -1.274 0.00 -0.29 0.00
H -4.191 1.608 -0.580 0.18 0.05 0.00
H -1.797 2.573 -1.256 -0.04 0.36 0.08
H -2.763 3.817 -2.138 0.27 0.03 0.29
H -3.989 1.574 -3.087 0.03 0.04 0.30
H -2.595 2.323 -3.805 -0.13 -0.17 0.01
H -1.086 0.625 -3.166 -0.06 0.36 0.18
H -2.572 -0.209 -3.478 0.19 0.12 -0.07
H -2.475 0.458 -0.592 -0.17 0.16 -0.33
H -2.709 -1.067 -1.411 -0.03 0.13 0.00
H 0.117 -0.045 -1.545 -0.12 -0.09 -0.07
H -0.508 -0.256 0.081 0.12 0.04 -0.15
H -0.593 -2.451 -1.998 0.09 -0.15 0.14
H 0.643 -2.283 -0.748 -0.15 -0.16 0.04
H -2.022 -3.456 -0.573 -0.07 0.07 0.20
H -1.992 -2.107 0.550 0.11 -0.07 0.05
H 0.225 -4.258 0.577 0.00 0.28 -0.10
H -1.316 -4.477 1.371 0.18 -0.06 -0.11
H -0.770 -3.284 3.146 -0.17 0.23 -0.16
H -0.374 -1.851 2.177 -0.05 -0.10 0.07
H 1.479 -3.110 3.742 -0.03 -0.41 -0.08
H 1.641 -4.073 2.204 0.01 -0.13 0.49
H 1.545 -1.493 1.282 0.25 0.25 0.09
H 2.531 -1.286 2.780 -0.44 0.11 -0.04
H 3.251 -2.949 0.350 -0.16 -0.21 0.20
H 3.731 -3.439 2.017 0.07 -0.12 -0.34
H 5.515 -2.075 0.883 -0.07 0.26 -0.18
H 4.889 -1.429 2.389 0.12 0.35 -0.19
H 2.822 0.134 0.460 0.18 -0.64 -0.33
H 5.097 0.176 -3.777 0.32 -0.05 0.04
H 4.966 1.896 -3.802 0.45 0.17 0.04
H 6.561 1.135 -3.386 -0.08 0.13 -0.08
```
Positions in Å, forces in eV/Å.

Output
Multiplicity: 1
HOMO level in eV: -8.22
SMILES string: CCCCCCCCCCCCCCCCCCP/C(Br)=C(/C)Br
Molecular weight in g mol⁻¹: 484.34
Max |F| in eV/Å: 2.63
Kohn-Sham gap in eV: 8.70